No. 1
A structure of composition C37H43N6ORbS4. Source: OMol25; level of theory: the ωB97M-V functional and the def2-TZVPD basis.

Geometry as XYZ:
```
92
Properties=species:S:1:pos:R:3:lowdin_charge:R:1
Rb -0.468 1.194 0.217 0.5678
S -3.582 2.948 -1.443 0.7368
S -1.021 1.630 -3.411 0.4498
S 2.984 0.821 0.181 0.5483
S 1.287 5.741 -0.580 0.5212
O -4.729 3.241 -0.517 -0.5666
N -1.752 -0.869 -1.634 -0.2081
N -1.689 1.879 2.689 -0.0617
N -0.652 -0.873 2.550 -0.0151
N 2.862 3.715 -1.293 0.0922
N 3.012 4.422 0.902 0.0481
N 1.382 -1.383 -1.426 -0.1452
C 6.284 2.183 2.264 -0.1096
C -2.752 -2.077 -3.499 -0.0508
C 2.945 -3.673 1.079 -0.1492
C -2.880 -1.152 -5.689 -0.1337
C -0.058 -2.181 2.666 -0.1963
C -3.091 -4.148 1.444 -0.0959
C -2.238 -0.018 -5.229 -0.1524
C -1.820 0.148 -3.892 -0.6649
C 4.107 3.143 2.608 -0.0480
C 0.293 -2.232 -1.887 -0.1637
C -1.939 1.645 4.951 -0.1154
C -2.844 4.514 -1.879 -0.2690
C -4.324 2.606 -3.036 -0.2817
C 3.777 -1.462 1.413 -0.1504
C -2.166 3.020 3.211 -0.2350
C 6.305 2.721 0.987 -0.0973
C 5.242 3.475 0.514 -0.0627
C -2.562 -5.422 1.312 -0.1183
C 5.180 2.409 3.076 -0.0970
C -1.005 -0.294 3.633 -0.1419
C 4.131 3.672 1.322 -0.2941
C -2.926 -0.614 -0.811 -0.1121
C -0.443 -4.594 2.092 -0.0513
C -0.964 -3.307 2.217 -0.2000
C -2.343 2.939 4.601 -0.1529
C 2.172 -3.188 0.032 -0.0621
C -1.552 1.031 3.751 -0.3858
C 2.988 -0.928 0.388 -0.6276
C -1.002 -2.013 -1.120 -0.1790
C -2.299 -3.099 1.898 -0.0470
C 3.769 -2.800 1.770 -0.1305
C 2.456 4.559 -0.327 -0.9400
C 2.188 -1.842 -0.356 -0.2560
C 2.079 -0.755 -2.543 -0.0929
C -2.102 -0.938 -3.030 -0.2976
C -1.229 -5.643 1.644 -0.1018
C -3.146 -2.207 -4.823 -0.1261
H 2.282 3.738 -2.117 0.0899
H 2.897 -0.146 -2.170 0.0234
H -2.718 3.714 5.253 0.0597
H 1.384 -0.108 -3.079 0.0511
H 5.268 3.883 -0.487 0.1080
H -2.951 -2.882 -2.801 0.1037
H -3.169 -1.213 -6.733 0.0842
H -2.627 -0.363 0.210 0.0399
H 0.121 -1.998 -2.939 0.1172
H 0.830 -2.209 2.025 0.0947
H 1.534 -3.893 -0.481 0.0877
H -0.762 -1.809 -0.070 0.0934
H -0.800 -6.633 1.543 0.0907
H -1.612 -2.933 -1.113 0.1123
H 0.603 -4.759 2.326 0.0994
H 3.217 3.263 3.212 0.1194
H 4.389 -0.759 1.968 0.0779
H -5.178 3.282 -3.113 0.0502
H 4.382 -3.148 2.594 0.0849
H -3.599 -1.488 -0.752 0.0903
H -3.648 -3.104 -5.165 0.0801
H -3.622 5.181 -2.254 0.0537
H 5.132 1.978 4.069 0.0993
H 0.296 -2.394 3.689 0.1202
H 3.204 2.788 -1.038 -0.0175
H 2.885 -4.723 1.343 0.0839
H -2.403 4.922 -0.971 0.0467
H -4.125 -3.957 1.182 0.0970
H -3.177 -6.236 0.947 0.0876
H -2.383 3.868 2.573 0.0827
H 2.475 -1.519 -3.234 0.0853
H -2.068 4.334 -2.621 0.0269
H -1.922 1.192 5.933 0.0742
H 0.547 -3.298 -1.878 0.1017
H -3.591 2.740 -3.828 0.0172
H -4.653 1.568 -3.037 0.0464
H -2.707 -2.102 1.998 0.1058
H -3.487 0.224 -1.220 0.0547
H -2.023 0.796 -5.911 0.0783
H 7.109 1.578 2.616 0.0914
H 7.153 2.546 0.336 0.0971
H -0.869 -0.816 4.597 0.1175
H 2.523 4.949 1.608 0.1141
```

E_tot   -94054.272 eV
E_HOMO   -1.97 eV
Lowest unoccupied orbital energy   3.88 eV
ΔE to the lowest compared entry with this formula, charge and spin   13.8 kcal per mole
Charge   -2
HOMO-LUMO gap   0.215 hartree

***

No. 2
A structure of composition C37H43NO2PPt in a non-equilibrium geometry. Source: OMol25; level of theory: the ωB97M-V functional and the def2-TZVPD basis.

Geometry as XYZ:
```
85
Properties=species:S:1:pos:R:3:lowdin_charge:R:1
Pt 0.656 0.137 -0.176 1.0903
P 1.934 0.205 3.237 0.8613
O -1.240 -0.277 -1.311 -0.3198
O -5.194 -0.403 -5.666 -0.0959
N 0.726 -0.077 2.055 -0.3286
C -2.359 -0.931 -3.283 -0.1633
C 1.511 -1.597 6.945 -0.0992
C -2.282 -1.220 -0.938 -0.1700
C 1.117 4.303 5.325 -0.1038
C 4.639 0.955 2.127 -0.1109
C 2.872 -0.677 -0.409 -0.2199
C 1.521 -2.427 4.275 -0.0947
C 1.408 -2.953 6.638 -0.1104
C 6.541 -0.536 2.102 -0.1059
C 1.634 -1.058 4.572 -0.2774
C 5.776 -1.509 2.736 -0.0845
C -6.331 1.169 -7.159 -0.0252
C -0.332 2.323 -0.257 -0.2235
C -3.265 -1.190 -2.087 -0.1707
C 0.086 3.376 5.168 -0.0862
C 4.438 -1.257 3.062 -0.0879
C 1.902 2.090 -0.620 -0.2382
C 1.679 2.071 0.777 -0.2314
C 2.262 -0.857 -1.674 -0.2167
C 2.204 -1.489 0.525 -0.2490
C 1.622 -0.654 5.921 -0.0850
C 1.238 -1.805 -1.519 -0.2383
C -6.567 -1.392 -6.975 -0.0842
C 3.806 -0.028 2.748 -0.2201
C 0.658 2.229 -1.266 -0.2320
C -6.049 -1.560 -5.552 -0.1652
C 0.329 2.148 4.542 -0.1026
C -5.635 -0.166 -7.048 -0.5672
C 0.300 2.237 0.991 -0.2407
C 1.610 1.844 4.058 -0.3068
C 5.974 0.694 1.808 -0.0967
C -4.474 -0.292 -8.003 -0.0235
C -1.354 0.049 -2.714 -0.2023
C 1.187 -2.186 -0.167 -0.2207
C 1.409 -3.368 5.304 -0.0903
C 2.397 4.005 4.857 -0.0903
C 2.644 2.781 4.230 -0.0821
H 2.855 2.013 -1.112 0.0855
H -1.396 2.385 -0.413 0.0812
H -0.906 3.606 5.539 0.0945
H -0.196 2.206 1.943 0.0648
H -7.626 -1.163 -7.063 0.1064
H 6.222 -2.465 2.974 0.0950
H -3.979 -1.254 -7.885 0.0877
H 2.426 1.944 1.541 0.0307
H 1.340 -4.422 5.069 0.0938
H 2.402 -1.549 1.580 0.0204
H -3.740 0.491 -7.817 0.0883
H -6.791 -1.439 -4.759 0.1129
H -7.144 1.242 -6.439 0.0864
H 1.523 -1.274 7.978 0.0917
H -2.881 -0.527 -4.148 0.0964
H -4.811 -0.203 -9.037 0.0868
H -1.861 -1.851 -3.588 0.1113
H 4.346 1.952 1.871 0.0817
H 6.575 1.460 1.330 0.0987
H 0.474 -2.852 0.282 0.0795
H 0.929 5.252 5.811 0.0902
H 3.202 4.719 4.985 0.0932
H 2.533 -0.353 -2.587 0.0861
H -3.975 -0.372 -1.962 0.1136
H -1.824 -2.202 -0.816 0.1116
H 1.543 -2.775 3.253 0.0970
H -6.743 1.308 -8.159 0.0867
H -5.476 -2.471 -5.361 0.1136
H 3.697 -0.023 -0.193 0.0801
H -0.366 -0.021 -3.162 0.1078
H -3.828 -2.117 -2.166 0.1049
H 3.648 2.579 3.897 0.0796
H 0.571 -2.145 -2.294 0.0787
H 0.503 2.298 -2.329 0.0812
H 1.338 -3.682 7.435 0.0886
H -1.701 1.080 -2.798 0.1161
H 1.736 0.384 6.197 0.0915
H -2.676 -0.907 0.021 0.1204
H 7.575 -0.731 1.848 0.0929
H -0.477 1.435 4.431 0.1066
H -6.315 -2.195 -7.663 0.1071
H 3.907 -2.052 3.547 0.0810
H -5.632 1.982 -6.964 0.0878
```

E_tot   -57177.759 eV
E_HOMO (spin up / spin down)   -1.87 / -1.41 eV
Lowest unoccupied orbital energy (spin up / spin down)   2.10 / 2.10 eV
2S+1   3
Charge   -1
HOMO-LUMO gap (spin up / spin down)   0.146 / 0.129 hartree

***

No. 3
A cluster of 2 separate species, C37H44BF3N2O2 in total in a non-equilibrium geometry. Source: OMol25; level of theory: the ωB97M-V functional and the def2-TZVPD basis.

Geometry as XYZ:
```
89
Properties=species:S:1:pos:R:3:lowdin_charge:R:1
F -4.997 -2.414 -1.593 0.1128
F -4.561 -0.831 -0.110 0.0807
F -4.141 -2.946 0.378 0.1016
O 1.795 -2.474 -3.703 -0.0031
O 1.912 -0.235 -2.863 0.0015
N -5.541 0.377 3.156 -0.1745
N 2.258 6.067 3.706 -0.1684
C 0.772 -5.370 -0.156 -0.1108
C -4.179 0.507 3.028 -0.1924
C -0.918 -2.726 -2.561 -0.0078
C -0.073 -1.706 -2.130 -0.0636
C -3.293 -0.359 3.734 0.0101
C 0.044 0.970 2.753 0.1153
C 2.119 -3.576 -1.085 -0.2231
C 2.704 -4.495 -1.977 -0.0384
C -0.205 3.449 3.084 0.0106
C -3.621 1.469 2.144 0.0008
C -4.106 -2.019 -0.638 -0.5086
C -2.253 1.588 2.025 -0.0505
C 2.520 3.648 3.613 0.0023
C 3.926 -0.727 -5.497 -0.0541
C 1.778 -0.131 -6.596 -0.0745
C 0.325 4.685 3.366 0.0025
C -1.365 0.725 2.737 -0.2221
C 1.290 -6.259 -1.111 -0.1248
C -6.461 0.648 2.066 -0.0443
C -1.873 -0.889 -0.723 -0.0282
C 1.716 4.827 3.583 -0.1990
C 2.058 0.326 -4.156 -0.1313
C -6.176 -0.136 4.364 -0.0416
C 1.396 7.226 3.774 -0.0523
C 2.295 -5.828 -1.986 -0.0966
C 3.906 -1.775 -1.335 -0.0947
C 0.588 2.251 3.021 -0.1858
C 1.981 2.405 3.341 0.0137
C 2.441 -2.122 -1.166 -0.2083
C -2.237 -2.818 -2.098 -0.0128
C 1.159 -4.032 -0.168 -0.0604
C -0.562 -0.800 -1.197 -0.0342
C -1.934 -0.331 3.496 0.0072
C 2.408 -0.667 -5.319 -0.4956
C 1.835 -2.093 -5.062 -0.1294
C -2.712 -1.888 -1.188 -0.1626
C 3.684 6.324 3.605 -0.0385
B 1.492 -1.573 -2.651 -0.8201
H 1.114 0.859 -4.376 0.1217
H 4.018 -0.685 -1.278 0.0703
H 2.138 0.879 -6.835 0.0853
H 2.008 -1.552 -0.334 0.1033
H 0.894 7.427 2.818 0.1046
H 4.399 -1.110 -4.579 0.0862
H -7.173 -0.480 4.074 0.0885
H 0.689 -0.094 -6.467 0.0819
H 0.720 0.119 2.766 0.1394
H -0.563 -3.480 -3.261 0.1205
H 2.007 8.089 4.043 0.0935
H 4.335 0.274 -5.722 0.0822
H 0.034 -5.694 0.582 0.0900
H -1.279 3.409 2.955 0.1011
H -5.604 -0.971 4.781 0.0742
H 4.310 -2.130 -2.300 0.0661
H 0.715 -3.302 0.522 0.1061
H 4.185 5.558 2.995 0.0924
H 4.509 -2.226 -0.524 0.0720
H 3.474 -4.153 -2.673 0.1104
H 2.478 -2.838 -5.554 0.1287
H 4.182 -1.394 -6.336 0.0818
H 4.159 6.360 4.601 0.1054
H -0.332 5.553 3.370 0.1055
H -7.450 0.859 2.496 0.0911
H 0.941 -7.295 -1.134 0.0862
H 0.068 0.006 -0.829 0.1073
H 2.860 1.073 -4.046 0.1225
H 2.600 1.509 3.399 0.1287
H -6.560 -0.236 1.415 0.0972
H 3.577 3.748 3.861 0.1086
H 0.814 -2.175 -5.470 0.1250
H 2.739 -6.514 -2.708 0.0933
H 2.002 -0.787 -7.447 0.0856
H -4.278 2.138 1.592 0.1115
H 3.825 7.306 3.128 0.0970
H 0.618 7.070 4.530 0.0974
H -3.689 -1.082 4.444 0.1033
H -6.115 1.486 1.454 0.0781
H -6.284 0.635 5.152 0.1024
H -2.900 -3.609 -2.433 0.1155
H -1.856 2.406 1.422 0.1241
H -1.270 -1.036 3.992 0.1270
H -2.250 -0.190 0.011 0.0805
```

E_tot   -54985.913 eV
E_HOMO   -5.47 eV
Lowest unoccupied orbital energy   -2.75 eV
ΔE to the lowest compared entry with this formula, charge and spin   0.0 kcal per mole
HOMO-LUMO gap   0.100 hartree